(1)
Here is 2 unconnected molecules or ions with the total composition C9H13NO2 in a non-equilibrium geometry from OMol25. Energies are from ωB97M-V/def2-TZVPD.

Output
Multiplicity: 2
LUMO (spin up / spin down) in eV: -3.8 / -7.4
Charge: +1
Molar mass in g/mol: 167.21
Frontier orbital gap (spin up / spin down) in eV: 8.644 / 5.001

Each line ends with the Löwdin spin population.
Positions of all 25 atoms, in Å:
C1 2.30174 -0.93022 -1.37481  0.05
C2 0.43122 2.50296 0.24322  0.20
C3 0.55992 1.34717 1.06037  0.09
C4 1.04900 2.59989 -1.04178  0.10
C5 1.25441 0.29514 0.54879  0.04
C6 1.79881 1.55274 -1.48341  0.05
C7 1.77844 0.33212 -0.76907  0.26
O1 -0.23339 3.50187 0.75983  0.18
H1 -0.59249 4.16693 0.13919  0.00
H2 0.18014 1.29993 2.07757  0.00
H3 0.91613 3.52108 -1.58452  0.00
H4 1.29285 -0.60650 1.13885  0.00
H5 2.28925 1.64583 -2.44462  0.00
H6 1.55605 -1.70125 -1.19653  0.01
H7 3.21176 -1.18085 -0.82891  0.02
H8 2.48697 -0.82443 -2.43705  0.00
C8 -1.86536 -1.86354 -0.21362  0.00
C9 -2.71026 -1.57154 0.98069  0.00
O2 -3.71917 -0.90457 0.92313  0.00
N1 -2.32458 -2.16256 2.16173  0.00
H9 -2.02473 -1.14882 -1.00857  0.00
H10 -2.05871 -2.84950 -0.62645  0.00
H11 -3.06103 -2.16586 2.85006  0.00
H12 -1.72975 -2.97962 2.14792  0.00
H13 -0.78722 -1.87639 -0.02203  0.00

(2)
Here is C9H13NO2Si in the gas phase in a non-equilibrium geometry from OMol25. Energies are from ωB97M-V/def2-TZVPD.

Output
Multiplicity: 1
LUMO in eV: 0.4
SMILES: C[Si](C)(C[N+](=O)[O-])c1ccccc1
Charge: 0
Molar mass in g/mol: 195.29
Frontier orbital gap in eV: 9.753

Each line ends with the Löwdin charge.
Positions of all 26 atoms, in Å:
C1 -1.40331 -1.09809 1.83198  -0.17
Si1 -0.96096 -0.74411 -0.05383  0.72
C2 -1.03736 -2.29891 -1.14360  -0.19
C3 -2.38116 0.67611 -0.71475  -0.14
N1 -1.87545 2.02641 -0.57918  -0.48
O1 -1.44462 2.51944 -1.63412  0.04
O2 -1.80655 2.52052 0.55389  0.03
C4 0.77236 -0.06442 -0.05210  -0.27
C5 1.11222 0.54882 1.15017  -0.10
C6 2.40874 1.14732 1.18884  -0.06
C7 3.25971 1.16188 0.08564  -0.09
C8 2.86007 0.65970 -1.13285  -0.09
C9 1.61704 0.01873 -1.21286  -0.07
H1 -2.04279 -1.92417 2.10441  0.02
H2 -0.48803 -1.32464 2.49382  0.06
H3 -1.84925 -0.18984 2.13416  0.00
H4 -1.65534 -2.99483 -0.55419  0.02
H5 -1.15429 -2.47121 -2.19299  0.02
H6 0.00387 -2.73366 -1.00881  0.05
H7 -3.02773 0.54600 -1.65429  0.11
H8 -3.27427 0.59059 0.08023  0.12
H9 0.53738 0.61577 2.03035  0.08
H10 2.68454 1.35571 2.21535  0.10
H11 4.27240 1.50560 0.20901  0.10
H12 3.45353 0.40829 -1.99884  0.10
H13 1.41924 -0.45700 -2.14547  0.09

(3)
Here is 2 unconnected molecules or ions with the total composition C9H13NO3 in a non-equilibrium geometry from OMol25. Energies are from ωB97M-V/def2-TZVPD.

Output
Multiplicity: 1
LUMO in eV: 0.8
SMILES: C#C/C(C)=C(/O)N(C)C(C)=O.C=O
Charge: 0
Molar mass in g/mol: 183.21
Frontier orbital gap in eV: 8.901

Each line ends with the Löwdin charge.
Positions of all 26 atoms, in Å:
C1 -1.96200 -2.46914 -1.60366  0.14
C2 -1.51332 -1.37116 -1.63136  -0.11
C3 -0.78394 -0.12977 -1.69257  -0.22
C4 -1.02817 0.68855 -2.95940  -0.04
C5 0.10439 0.32622 -0.80435  -0.31
O1 0.86178 1.46570 -1.03772  -0.02
N1 0.42800 -0.34818 0.37481  0.00
C6 -0.63183 -0.93093 1.22949  -0.01
C7 1.75453 -0.49637 0.73910  -0.43
C8 1.98279 -1.24843 2.03250  0.01
O2 2.69298 0.03248 0.15804  0.05
H1 -2.44016 -3.35462 -1.65985  0.00
H2 -1.61494 0.03051 -3.67257  0.09
H3 -1.64689 1.70499 -2.78686  0.13
H4 -0.16187 1.05837 -3.39461  0.03
H5 1.85850 1.13597 -0.86746  0.15
H6 -1.64662 -0.79161 0.84034  0.11
H7 -0.43614 -1.96809 1.38399  0.08
H8 -0.59994 -0.40965 2.10886  0.06
H9 1.50071 -0.58310 2.83800  0.13
H10 3.01614 -1.35120 2.35536  0.09
H11 1.55863 -2.20270 1.95631  0.06
C9 -0.26921 3.24296 0.39301  -0.18
O3 -0.73471 2.24641 0.77964  0.00
H12 -0.76030 3.78107 -0.44916  0.09
H13 0.71895 3.71420 0.83376  0.12

(4)
Here is a gas-phase ion, C9H13O (charge +1) in a non-equilibrium geometry from OMol25. Energies are from ωB97M-V/def2-TZVPD.

Output
Multiplicity: 3
LUMO (spin up / spin down) in eV: -2.5 / -5.0
Charge: +1
Molar mass in g/mol: 137.20
Frontier orbital gap (spin up / spin down) in eV: 9.454 / 9.404

Each line ends with the Löwdin spin population.
Positions of all 23 atoms, in Å:
C1 -0.68223 -1.64090 -1.99170  0.67
C2 -0.28635 -0.44816 -2.18557  0.11
C3 0.06169 -1.74566 1.49237  0.11
C4 0.51303 1.74739 -1.11809  0.01
C5 -0.63823 -0.36206 1.75146  0.02
C6 -0.40764 1.65720 0.06633  0.00
C7 0.94087 -1.57148 0.39372  0.70
C8 0.83387 0.33418 -1.32322  0.05
C9 0.21108 0.66855 1.04445  0.01
O1 1.02540 -0.25339 -0.00713  0.13
H1 -1.28300 -2.51731 -2.42537  0.04
H2 -0.73093 0.28455 -2.86010  0.03
H3 0.64166 -1.96300 2.46455  0.04
H4 -0.62540 -2.61637 1.43389  0.01
H5 0.11838 2.37556 -1.93700  0.00
H6 1.46452 2.36744 -0.79480  0.00
H7 -1.77099 -0.54848 1.54069  0.00
H8 -0.64443 -0.18538 2.84652  0.00
H9 -0.47480 2.58941 0.59221  0.00
H10 -1.33690 1.37597 -0.44383  0.00
H11 0.63968 -2.09618 -0.58939  0.06
H12 1.62770 0.30300 -2.08489  0.00
H13 0.98485 1.15596 1.68266  0.00

(5)
Here is C9H13O3 in the gas phase in a non-equilibrium geometry from OMol25. Energies are from ωB97M-V/def2-TZVPD.

Output
Multiplicity: 2
LUMO (spin up / spin down) in eV: 0.7 / -0.7
Charge: 0
Molar mass in g/mol: 169.20
Frontier orbital gap (spin up / spin down) in eV: 8.302 / 8.603

Each line ends with the Löwdin spin population.
Positions of all 25 atoms, in Å:
C1 -2.59220 0.30880 -0.02270  0.05
C2 -1.21831 -0.26423 -0.07591  0.31
C3 -1.05843 -1.61014 -0.20627  0.02
C4 0.18652 -2.16363 -0.40086  0.35
C5 1.34676 -1.41470 -0.08802  0.06
C6 1.27307 0.09670 0.34875  0.01
C7 -0.09072 0.75483 -0.10655  0.03
C8 -0.00493 1.30568 -1.54357  0.02
O1 -0.43049 1.91841 0.66097  0.01
C9 1.75298 0.35531 1.76676  0.00
O2 2.22973 0.45684 -0.66766  0.01
O3 1.95614 -0.85900 -1.47844  0.08
H1 -2.60098 1.39797 0.05336  0.00
H2 -3.15926 0.04161 -0.91810  0.02
H3 -3.20538 -0.06390 0.80753  0.01
H4 -1.95073 -2.24527 -0.18150  -0.01
H5 0.31557 -3.20654 -0.59322  0.02
H6 2.20512 -1.98414 0.33049  0.01
H7 0.42646 0.58668 -2.24148  0.00
H8 -1.02503 1.53972 -1.85214  0.00
H9 0.60987 2.21075 -1.55294  0.00
H10 -0.55571 1.64863 1.58701  0.00
H11 1.04418 -0.20951 2.40776  0.00
H12 2.77012 -0.03585 1.95506  0.00
H13 1.77566 1.43498 2.01167  0.00

(6)
Here is C9H13OP in the gas phase in a non-equilibrium geometry from OMol25. Energies are from ωB97M-V/def2-TZVPD.

Output
Multiplicity: 3
LUMO (spin up / spin down) in eV: 0.5 / -2.0
Charge: 0
Molar mass in g/mol: 168.18
Frontier orbital gap (spin up / spin down) in eV: 6.367 / 6.854

Each line ends with the Löwdin spin population.
Positions of all 24 atoms, in Å:
C1 -0.52961 -0.97907 -2.12452  0.22
C2 -1.21066 -1.10830 -0.88263  0.03
C3 0.74049 -0.46207 -2.20079  0.00
C4 -0.88108 -0.51014 0.22177  0.13
C5 1.36693 0.00830 -0.97482  0.24
C6 0.20332 0.48913 0.36410  0.04
C7 -1.76757 -0.62958 1.38162  0.02
C8 -0.37586 1.93712 0.32370  0.02
C9 1.10320 0.48092 1.63983  0.03
O1 3.29471 -1.74069 -0.64161  0.51
P1 1.85397 -1.77561 -0.40304  0.68
H1 -0.95799 -1.24410 -3.01817  0.02
H2 -2.26184 -1.46744 -0.97684  0.00
H3 1.15540 -0.49521 -3.17870  0.00
H4 2.19705 0.61763 -1.10393  0.00
H5 -1.78856 0.41208 1.87456  0.00
H6 -1.43618 -1.41124 2.00323  0.01
H7 -2.82490 -0.73313 1.07314  0.00
H8 -0.80529 2.27960 1.24974  0.00
H9 -1.25675 2.05754 -0.41845  0.00
H10 0.38291 2.63736 0.05145  0.00
H11 1.83504 1.27650 1.67568  0.00
H12 1.56324 -0.42072 1.64372  0.02
H13 0.40007 0.78110 2.42095  0.00

(7)
Here is a molecular structure, C9H13SSi in a non-equilibrium geometry from OMol25. Energies are from ωB97M-V/def2-TZVPD.

Output
Multiplicity: 1
LUMO in eV: 3.6
Charge: -1
Molar mass in g/mol: 181.36
Frontier orbital gap in eV: 6.436

Each line ends with the Löwdin charge.
Positions of all 24 atoms, in Å:
C1 -2.13330 2.18916 0.35825  -0.17
C2 -3.11479 1.54842 -0.38832  -0.18
C3 -0.86142 1.53836 0.57172  -0.25
C4 -3.14332 0.18975 -0.70738  -0.28
C5 -0.50233 0.32168 0.09949  -0.16
C6 -2.18363 -0.69072 -0.46587  -0.76
C7 2.49823 0.62285 -0.40095  -0.23
C8 1.23188 -1.91869 -1.20929  -0.23
C9 1.70990 -1.02673 1.98158  -0.17
Si1 1.16354 -0.56456 0.13620  0.52
S1 -1.99437 -2.32869 -0.55095  0.43
H1 -1.98488 3.26061 0.70441  0.09
H2 -3.97959 2.14927 -0.80656  0.10
H3 0.00173 2.07007 1.11212  0.10
H4 -4.10975 -0.22036 -1.23472  0.12
H5 3.23227 0.21999 -1.15663  0.02
H6 2.01180 1.56523 -0.88421  0.05
H7 3.05765 0.87279 0.54965  0.02
H8 0.39986 -1.71365 -1.81917  -0.04
H9 2.09991 -1.74870 -1.82787  -0.01
H10 1.22412 -2.99997 -0.94058  0.03
H11 1.57208 -2.05356 2.26543  0.00
H12 2.76327 -0.77318 1.98157  -0.01
H13 1.04114 -0.50934 2.63207  0.00

(8)
Here is 2 unconnected molecules or ions with the total composition C9H14 in a non-equilibrium geometry from OMol25. Energies are from ωB97M-V/def2-TZVPD.

Output
Multiplicity: 2
LUMO (spin up / spin down) in eV: 3.8 / 3.8
Charge: -1
Molar mass in g/mol: 122.21
Frontier orbital gap (spin up / spin down) in eV: 2.934 / 7.088

Each line ends with the Löwdin spin population.
Positions of all 23 atoms, in Å:
C1 -0.72174 -2.90915 -2.00547  0.01
C2 0.51823 -2.13422 -2.69108  0.00
H1 -0.58789 -3.99345 -2.20861  0.00
H2 -0.83570 -2.75481 -0.93608  0.01
H3 -1.61954 -2.44601 -2.61303  0.00
H4 1.36212 -1.97266 -1.87732  0.00
H5 0.66834 -2.81628 -3.51682  0.00
H6 0.41137 -1.21399 -3.21335  0.00
C3 1.79237 2.69390 1.00516  0.01
C4 0.86113 0.42750 1.53127  0.15
C5 0.69631 1.75724 1.09551  0.04
C6 -0.30418 -0.42543 1.70537  0.19
C7 -0.68353 2.19967 0.76072  0.24
C8 -1.53519 0.05517 1.49618  0.06
C9 -1.80357 1.34728 1.03830  0.20
H7 1.82149 0.17422 1.91673  0.02
H8 -0.16831 -1.37075 2.15834  0.02
H9 1.52709 3.50219 0.21874  0.01
H10 2.83621 2.33654 0.82788  0.00
H11 -0.85953 3.16822 0.26206  0.03
H12 -2.47362 -0.44966 2.01265  0.00
H13 -2.79185 1.69301 1.00986  0.02
H14 1.88998 3.13146 2.02300  0.00

(9)
Here is 2 unconnected molecules or ions with the total composition C9H14 in a non-equilibrium geometry from OMol25. Energies are from ωB97M-V/def2-TZVPD.

Output
Multiplicity: 2
LUMO (spin up / spin down) in eV: 3.7 / 3.6
Charge: -1
Molar mass in g/mol: 122.21
Frontier orbital gap (spin up / spin down) in eV: 2.788 / 6.832

Each line ends with the Löwdin spin population.
Positions of all 23 atoms, in Å:
C1 3.44297 -0.90941 -2.28515  0.01
C2 2.08104 -1.48892 -2.79788  0.00
H1 3.23866 -0.10642 -1.59270  0.00
H2 3.86110 -1.65867 -1.61068  0.00
H3 4.12673 -0.60076 -3.06632  0.00
H4 1.33640 -1.24710 -2.05565  0.00
H5 2.14756 -2.57273 -2.84193  0.00
H6 1.85683 -0.96809 -3.72653  0.00
C3 -2.20435 2.32414 0.03478  0.05
C4 0.15415 -0.97885 1.54088  0.22
C5 -0.22782 0.08163 2.38264  0.06
C6 -0.55530 -1.09358 0.27694  0.17
C7 -0.99568 1.13217 1.93183  0.14
C8 -1.25823 -0.02254 -0.20715  0.04
C9 -1.51682 1.11886 0.59009  0.20
H7 0.94208 -1.67563 1.79918  0.03
H8 0.13372 0.10207 3.41324  0.00
H9 -0.38274 -2.01881 -0.21638  0.02
H10 -1.10085 2.06691 2.47380  0.02
H11 -1.84995 -0.05806 -1.12270  0.00
H12 -1.64314 3.22498 0.34397  0.01
H13 -3.24963 2.49224 0.35910  0.02
H14 -2.19674 2.37331 -1.05555  0.00

(10)
Here is 2 unconnected molecules or ions with the total composition C9H14 in a non-equilibrium geometry from OMol25. Energies are from ωB97M-V/def2-TZVPD.

Output
Multiplicity: 2
LUMO (spin up / spin down) in eV: 3.9 / 3.8
Charge: -1
Molar mass in g/mol: 122.21
Frontier orbital gap (spin up / spin down) in eV: 2.872 / 7.109

Each line ends with the Löwdin spin population.
Positions of all 23 atoms, in Å:
C1 -0.42986 2.84999 -1.55561  0.01
C2 -0.63848 1.57504 -2.32445  0.01
H1 -1.28170 3.25474 -1.00963  0.00
H2 0.34667 2.71427 -0.79391  0.00
H3 -0.00996 3.65916 -2.17346  0.00
H4 0.31570 1.24760 -2.73370  0.00
H5 -1.29562 1.69377 -3.18209  0.00
H6 -1.07599 0.79743 -1.70906  0.01
C3 0.15456 -0.22226 3.04151  0.02
C4 0.28129 -2.05108 -0.90444  0.09
C5 1.03140 -0.86927 -0.60673  0.24
C6 -0.45232 -2.63754 0.09586  0.11
C7 1.04623 -0.33217 0.70376  0.09
C8 -0.30189 -2.17729 1.44472  0.25
C9 0.36623 -0.94078 1.73416  0.09
H7 0.30915 -2.42640 -1.92445  0.01
H8 1.67094 -0.47863 -1.39572  0.03
H9 -1.09517 -3.49682 0.02709  0.00
H10 1.53209 0.63391 0.80875  0.00
H11 -0.86602 -2.65503 2.23753  0.03
H12 0.20210 0.84695 2.90401  0.00
H13 0.94821 -0.46242 3.75306  0.01
H14 -0.75758 -0.52313 3.56280  0.00

Energy above the lowest of the compared OMol25 structures with the same formula, charge and spin, record by record: 16.52 35.58 98.72 0.00 61.79 0.00 57.84 39.52 13.52 8.23 kcal/mol